# 1
The following is a DFT calculation (ωB97M-V/def2-TZVPD) of a cluster of 6 separate species, C47H84N4O14S in total.

Last column: Mulliken charge in e.
Atoms and positions in Å:
H: 2.6686 1.0832 0.3786  0.420
N: 2.5924 1.7778 1.1265  -0.501
C: 1.5684 2.4957 0.8904  -0.741
N: 0.7688 2.2287 -0.3020  -0.077
N: 1.2132 3.5851 1.7448  0.222
C: 0.7662 3.1268 3.1006  -0.648
C: -0.4872 3.9443 3.5843  -0.637
C: -1.7365 3.1083 3.2436  -0.545
C: -3.0900 3.7553 3.6371  -1.164
C: -4.2057 3.0253 2.8756  0.532
C: -4.0492 1.7138 2.4453  -0.454
C: -5.0189 1.0533 1.7183  0.106
C: -6.2319 1.6656 1.4068  0.613
C: -6.4216 2.9678 1.8367  -0.814
C: -5.4290 3.6412 2.5395  0.129
S: -5.7476 5.3489 3.0046  -0.287
C: -7.2481 0.8741 0.6220  0.052
O: -8.3551 1.3539 0.4555  -0.671
C: -6.8825 -0.4991 0.0564  0.202
C: -7.9498 -1.1307 -0.8227  -1.287
C: -7.5873 -1.1653 -2.3556  -0.970
C: -6.2622 -0.4698 -2.6977  -0.267
C: -6.2865 1.0789 -2.6140  -0.775
N: -4.8952 1.5145 -2.4778  0.481
C: -3.7960 1.0735 -3.1355  -0.575
C: -2.6493 1.7041 -2.7407  -0.739
C: -3.0890 2.6500 -1.7216  -0.031
C: -4.4363 2.4675 -1.6082  -1.438
C: -5.7068 -1.0572 0.3754  0.488
C: -5.2506 -2.4125 -0.1411  -0.241
C: -4.8035 -3.4026 0.9720  -1.174
O: -3.3817 -3.6051 0.8148  -0.176
C: -2.7536 -3.5945 2.0300  0.780
C: -1.5131 -2.7159 2.2038  -0.791
O: -3.1466 -4.2487 2.9683  -0.610
C: -4.7245 -0.3552 1.2626  0.048
O: -3.6718 -0.8602 1.6086  -0.672
H: 0.4270 1.2719 -0.2740  0.220
H: 1.3893 2.2534 -1.1081  0.158
H: 2.0951 4.0622 1.9192  0.336
H: 1.5788 3.0990 3.8390  0.433
H: 0.4265 2.0854 2.9657  0.227
H: -0.4634 4.8904 3.0288  0.301
H: -0.3831 4.0583 4.6733  0.389
H: -1.6595 2.1076 3.6989  0.338
H: -1.7357 2.9555 2.1486  0.223
H: -3.2738 3.6857 4.7236  0.366
H: -3.1491 4.8244 3.3873  0.643
H: -3.1527 1.1297 2.6490  0.700
H: -7.3420 3.5022 1.5960  0.495
H: -5.8670 5.3117 4.3537  0.178
H: -8.0787 -2.1708 -0.4776  0.411
H: -8.9201 -0.6548 -0.6303  0.425
H: -8.4222 -0.6839 -2.8904  0.329
H: -7.5529 -2.2212 -2.6638  0.409
H: -5.4019 -0.8288 -2.1242  0.148
H: -6.0425 -0.7147 -3.7525  0.545
H: -6.8674 1.4799 -1.7779  0.342
H: -6.6512 1.4713 -3.5776  0.305
H: -3.7515 0.3178 -3.9182  0.364
H: -1.6395 1.5333 -3.0943  0.565
H: -2.4308 3.3175 -1.1739  0.836
H: -5.0553 3.0208 -0.9044  0.438
H: -5.9666 -2.8957 -0.8146  0.518
H: -4.3580 -2.1976 -0.7579  0.139
H: -5.2947 -4.3627 0.7494  0.362
H: -5.0478 -3.0629 1.9821  0.470
H: -1.2967 -2.1112 1.3137  0.033
H: -1.7430 -2.0353 3.0362  0.232
H: -0.6369 -3.3004 2.5079  0.435
C: 5.1089 3.2567 -1.6350  -0.475
O: 5.9167 2.1297 -1.3419  -0.440
C: 5.6524 1.5828 -0.0570  -0.488
C: 4.8169 0.3237 -0.1527  -0.580
O: 3.4965 0.6098 -0.6021  -0.399
C: 3.2889 0.2760 -1.9686  -0.837
H: 5.2467 3.5038 -2.6869  0.314
H: 4.0495 3.0516 -1.4595  0.036
H: 5.4234 4.1141 -1.0309  0.337
H: 5.1674 2.3210 0.5895  0.290
H: 6.6199 1.3287 0.3872  0.392
H: 4.7264 -0.1154 0.8465  0.267
H: 5.2980 -0.4132 -0.8020  0.522
H: 3.2600 -0.8127 -2.0832  0.179
H: 4.0647 0.6961 -2.6124  0.332
H: 2.3244 0.6850 -2.2712  0.336
C: 1.0040 8.6380 -2.2921  -0.718
O: 1.5761 7.3526 -2.1280  -0.369
C: 1.3698 6.8217 -0.8248  -0.660
C: 0.2722 5.7784 -0.8172  0.385
O: -1.0000 6.3610 -1.0751  -0.432
C: -1.4488 6.1352 -2.4020  -0.587
H: 1.0525 8.8942 -3.3499  0.241
H: -0.0413 8.6585 -1.9743  0.302
H: 1.5765 9.3812 -1.7263  0.320
H: 1.1495 7.6197 -0.1092  0.353
H: 2.3085 6.3461 -0.5223  0.354
H: 0.2215 5.3275 0.1792  -0.185
H: 0.4896 4.9822 -1.5358  0.279
H: -1.7247 5.0837 -2.5263  0.156
H: -0.6877 6.4049 -3.1387  0.327
H: -2.3317 6.7506 -2.5710  0.293
C: -1.2589 -5.0775 -1.9912  -0.558
O: -1.3854 -3.8315 -2.6576  -0.423
C: -0.7061 -2.7862 -1.9751  -0.166
C: 0.6135 -2.3993 -2.5960  -0.201
O: 1.5803 -3.4306 -2.4542  -0.089
C: 1.7907 -4.1564 -3.6551  -0.662
H: -1.6726 -5.8558 -2.6316  0.295
H: -0.2176 -5.3272 -1.7703  0.271
H: -1.8291 -5.0458 -1.0566  0.137
H: -0.5603 -3.0566 -0.9244  0.194
H: -1.3716 -1.9165 -2.0148  0.377
H: 0.9959 -1.5258 -2.0582  -0.349
H: 0.4918 -2.1224 -3.6480  0.497
H: 2.3299 -3.5356 -4.3789  0.294
H: 0.8486 -4.4965 -4.0921  0.325
H: 2.4015 -5.0278 -3.4198  0.076
C: 4.2074 -0.3454 3.0567  -0.169
O: 5.3061 -1.2326 2.8865  -0.429
C: 6.5350 -0.5487 2.6939  -0.078
C: 7.3770 -0.5560 3.9532  -0.890
O: 6.7872 0.2337 4.9765  -0.384
C: 6.1451 -0.5468 5.9696  -0.719
H: 3.3450 -0.9345 3.3699  0.264
H: 4.4114 0.4086 3.8210  0.278
H: 3.9700 0.1438 2.1135  -0.072
H: 6.3615 0.4763 2.3503  0.118
H: 7.0777 -1.0825 1.9060  0.459
H: 8.3515 -0.1104 3.7280  0.413
H: 7.5462 -1.5802 4.2989  0.372
H: 6.8905 -1.0651 6.5824  0.334
H: 5.4611 -1.2760 5.5290  0.311
H: 5.5755 0.1262 6.6092  0.240
C: 3.2342 -6.7895 -1.2490  -0.778
O: 4.0340 -7.0749 -2.3855  -0.399
C: 5.4101 -6.7883 -2.1742  -0.460
C: 6.2068 -8.0522 -1.9256  -0.575
O: 5.8615 -8.6472 -0.6824  -0.372
C: 5.0173 -9.7759 -0.8300  -0.697
H: 2.2375 -7.1932 -1.4271  0.232
H: 3.6388 -7.2469 -0.3430  0.436
H: 3.1525 -5.7057 -1.1120  0.304
H: 5.5390 -6.0809 -1.3496  0.337
H: 5.7810 -6.3130 -3.0881  0.390
H: 7.2690 -7.7934 -1.8715  0.378
H: 6.0738 -8.7613 -2.7482  0.327
H: 5.5798 -10.6148 -1.2534  0.329
H: 4.1556 -9.5545 -1.4643  0.294
H: 4.6605 -10.0598 0.1592  0.245

## Properties
Highest occupied orbital energy in eV: -8.30
Orbital gap in eV: 7.04
Multiplicity: 1

# 2
The following is a DFT calculation (ωB97M-V/def2-TZVPD) of a cluster of 7 separate species, C48H108BrN6 in total.

Last column: Mulliken charge in e.
Atoms and positions in Å:
C: 20.3274 11.3371 -0.7164  -1.284
C: 20.9251 11.4662 -2.1117  -0.213
C: 21.2272 10.0928 -2.7405  -0.426
N: 21.6072 10.1509 -4.2058  0.376
C: 20.6822 10.9599 -5.0510  -1.056
C: 23.0431 10.7097 -4.3285  -0.813
C: 23.9631 9.5530 -3.9827  -0.425
C: 23.2017 8.2697 -4.2236  0.239
C: 21.8198 8.7488 -4.7568  -0.754
H: 19.2525 11.1794 -0.5952  0.364
H: 20.4654 12.2460 -0.1302  0.409
H: 20.7979 10.5257 -0.1540  0.237
H: 21.8819 11.9910 -2.1241  0.315
H: 20.2537 12.0215 -2.7641  0.261
H: 20.2292 9.6376 -2.7594  0.148
H: 21.9012 9.5066 -2.1147  0.083
H: 20.9605 10.7881 -6.0889  0.439
H: 20.6719 11.9953 -4.7348  0.432
H: 19.6778 10.5359 -4.9959  0.355
H: 23.1352 11.1057 -5.3377  0.444
H: 23.2142 11.5119 -3.6146  0.333
H: 24.9403 9.6952 -4.4476  0.580
H: 24.2805 9.6276 -2.9375  0.173
H: 23.6286 7.7657 -5.0958  0.524
H: 23.2177 7.5130 -3.4420  -0.611
H: 21.8796 8.7833 -5.8412  0.404
H: 20.9474 8.1825 -4.4333  0.374
C: 27.4393 0.6012 -1.8092  -1.438
C: 26.6013 1.8699 -1.7547  -0.036
C: 27.5147 3.0527 -1.3107  -1.274
N: 26.8626 4.4077 -0.9910  0.697
C: 25.9839 4.3774 0.2375  -1.758
C: 26.1146 4.9596 -2.2068  -0.783
C: 26.3517 6.4587 -2.1766  0.098
C: 27.6969 6.6608 -1.4555  -0.889
C: 28.0225 5.3848 -0.7193  -0.488
H: 26.7600 -0.2535 -1.6681  0.346
H: 28.1096 0.3551 -0.9835  0.341
H: 27.8756 0.3449 -2.7726  0.464
H: 25.7020 1.8300 -1.1382  0.184
H: 26.2608 2.0635 -2.7743  0.273
H: 28.2252 3.1194 -2.1335  0.447
H: 28.0513 2.7735 -0.4046  0.673
H: 25.1403 3.7097 0.0472  0.279
H: 25.4876 5.3454 0.3415  0.604
H: 26.5722 3.9904 1.0617  0.669
H: 25.0692 4.6593 -2.2341  0.336
H: 26.6163 4.6099 -3.1116  0.483
H: 25.5479 6.9340 -1.6039  -0.322
H: 26.3687 6.8629 -3.1861  0.490
H: 27.7054 7.5246 -0.7946  0.442
H: 28.4374 6.8995 -2.2198  0.288
H: 28.1089 5.6305 0.3370  0.280
H: 28.9250 4.8843 -1.0592  0.438
C: 31.0191 -1.4107 -1.5110  -1.411
C: 31.7766 -2.7339 -1.2085  -0.279
C: 30.8796 -3.7547 -0.5462  -0.908
N: 31.3568 -5.2032 -0.6213  0.383
C: 32.6002 -5.4229 0.1989  -0.973
C: 31.6448 -5.5897 -2.0569  -0.453
C: 30.7848 -6.8602 -2.3521  -0.740
C: 30.3621 -7.3907 -1.0112  -0.586
C: 30.2096 -6.1223 -0.1760  -0.694
H: 30.2495 -1.5198 -2.2786  0.359
H: 31.7537 -0.6662 -1.8034  0.460
H: 30.4367 -1.0962 -0.6404  0.223
H: 32.6348 -2.4513 -0.5977  0.404
H: 32.2051 -3.1168 -2.1341  0.457
H: 29.8752 -3.7621 -0.9689  0.351
H: 30.7695 -3.4948 0.5087  0.460
H: 32.9375 -6.4380 0.0116  0.440
H: 32.3687 -5.3359 1.2596  0.342
H: 33.2696 -4.6165 -0.0860  0.369
H: 32.7035 -5.7827 -2.2058  0.323
H: 31.3117 -4.8132 -2.7375  0.291
H: 31.3075 -7.5548 -3.0069  0.384
H: 29.9491 -6.5075 -2.9599  0.332
H: 31.1320 -8.0219 -0.5686  0.326
H: 29.3921 -7.8787 -1.0746  0.380
H: 30.2754 -6.1891 0.9079  0.386
H: 29.2343 -5.7060 -0.4283  0.380
C: 20.2201 -5.0082 -3.0459  -1.389
C: 21.5045 -4.2381 -2.8212  -0.155
C: 21.2466 -2.7478 -2.7677  -1.098
N: 22.4918 -1.8688 -2.4954  0.630
C: 23.2696 -2.4336 -1.3425  -1.120
C: 23.3602 -1.7324 -3.7562  -0.584
C: 23.4944 -0.2271 -4.0165  -0.854
C: 23.0513 0.4464 -2.7649  0.244
C: 21.9983 -0.4850 -2.2321  -1.130
H: 20.3709 -6.0869 -3.0317  0.395
H: 19.8851 -4.8412 -4.0723  0.373
H: 19.4208 -4.7567 -2.3504  0.349
H: 22.2027 -4.5138 -3.6175  0.322
H: 22.0472 -4.4775 -1.9053  0.398
H: 20.6159 -2.4860 -1.9152  0.530
H: 20.7250 -2.4285 -3.6709  0.430
H: 23.8584 -1.7234 -0.7601  0.262
H: 23.9610 -3.2283 -1.6034  0.376
H: 22.4775 -2.7594 -0.6692  0.439
H: 24.3019 -2.2668 -3.6510  0.365
H: 22.8264 -2.2776 -4.5321  0.365
H: 24.4533 0.1296 -4.3941  0.396
H: 22.8468 0.0437 -4.8568  0.361
H: 23.9350 0.4757 -2.1120  -0.334
H: 22.8401 1.5059 -2.9032  0.523
H: 21.6891 -0.2923 -1.2023  0.439
H: 21.0476 -0.3128 -2.7427  0.447
C: 16.6077 5.0232 2.4013  -1.392
C: 17.2245 5.9752 1.3614  -0.257
C: 18.7300 5.7989 1.3602  -1.059
N: 19.4241 6.2219 0.0635  0.431
C: 19.1827 7.6945 -0.1796  -0.878
C: 18.8944 5.3246 -1.0559  -0.673
C: 19.9601 5.4654 -2.1244  -0.916
C: 21.2881 5.4352 -1.3638  1.015
C: 20.8958 5.7958 0.0502  -0.926
H: 15.5351 5.1660 2.4746  0.381
H: 17.0357 5.2633 3.3803  0.355
H: 17.0135 4.0222 2.2403  0.345
H: 16.9698 6.9789 1.7067  0.390
H: 16.7190 5.8131 0.4092  0.306
H: 18.9698 4.7411 1.4907  0.468
H: 19.1280 6.3068 2.2395  0.586
H: 18.1544 8.0250 -0.3098  0.356
H: 19.6120 7.8810 -1.1640  0.165
H: 19.7179 8.1555 0.6454  0.449
H: 17.9063 5.6472 -1.3755  0.498
H: 18.8196 4.2728 -0.7822  0.372
H: 19.9476 6.3678 -2.7348  0.152
H: 19.9894 4.6841 -2.8873  0.500
H: 21.9771 6.1272 -1.8484  -0.456
H: 21.8370 4.4930 -1.2882  -0.027
H: 21.4151 6.5787 0.6140  0.409
H: 20.8939 5.0428 0.8418  0.326
C: 28.9323 -0.3106 3.9621  -1.398
C: 27.6373 0.1640 4.6450  0.014
C: 27.2276 1.4456 3.9779  -1.237
N: 26.1514 2.2746 4.6341  0.439
C: 24.7944 1.6012 4.6907  -0.736
C: 26.5398 2.7334 6.0466  -0.883
C: 25.6751 3.9912 6.3364  -0.651
C: 25.2972 4.5484 4.9560  -0.781
C: 25.9735 3.6227 3.9541  -0.836
H: 29.7421 0.4094 4.0866  0.378
H: 28.8209 -0.4790 2.8866  0.288
H: 29.3491 -1.2450 4.3371  0.406
H: 27.9859 0.4017 5.6542  0.284
H: 26.8511 -0.5798 4.7582  0.474
H: 26.8593 1.3114 2.9550  0.529
H: 28.0617 2.1369 3.8466  0.329
H: 24.0358 2.1542 4.1458  0.302
H: 24.4764 1.4182 5.7134  0.292
H: 24.9473 0.6271 4.2285  0.403
H: 26.3897 1.9293 6.7615  0.561
H: 27.5922 2.9823 5.9200  0.459
H: 24.8087 3.7573 6.9472  0.330
H: 26.4101 4.6197 6.8338  0.355
H: 24.2594 4.7622 4.7024  0.335
H: 25.7395 5.5403 4.8510  0.367
H: 25.4876 3.4740 2.9905  0.601
H: 26.9206 4.1183 3.7314  0.442
Br: 23.8852 8.6801 -0.0978  -0.720

## Properties
Energy above the lowest of the compared OMol25 structures with the same formula, charge and spin in eV: 1.006
Highest occupied orbital energy in eV: -15.97
Total charge: +5
Orbital gap in eV: 6.13
Multiplicity: 1